1.
H10O5 | wB97M-V/def2-TZVPD

Element x y z (Å)
O -8.448 8.368 23.593
H -9.222 7.922 23.966
H -8.761 9.207 23.137
O -10.780 6.807 22.986
H -10.158 6.282 22.447
H -11.544 6.229 23.172
O -9.163 10.771 22.482
H -8.266 10.848 22.148
H -9.378 11.642 22.734
O -6.010 8.687 22.554
H -5.686 9.512 22.861
H -6.872 8.503 22.965
O -11.665 9.386 22.030
H -11.403 8.609 22.525
H -10.860 9.813 22.089

Forces on the atoms, in the same order (eV/Å):
-0.54 1.08 -0.48
0.13 0.17 -0.28
0.00 -1.45 1.13
-0.13 -0.79 0.03
-0.47 0.37 0.31
0.58 0.32 -0.18
0.64 -1.17 -0.63
0.24 -0.10 -0.33
-0.67 1.61 0.67
-0.23 -1.02 -0.88
0.31 0.99 0.61
0.29 -0.02 0.22
-2.18 -1.23 0.09
-0.55 -0.91 0.05
2.56 2.17 -0.34

The energy above the lowest of the compared OMol25 structures with the same formula, charge and spin is 24.3 kcal/mol. Its net charge is 0. For the energy, the calculation gives -382.185475 Eh. The spin multiplicity is 1. The gap between HOMO and LUMO is 0.410 Ha. As for the SMILES: O.O.O.O.O.

***

2.
H10O5Tl | wB97M-V/def2-TZVPD

Element x y z (Å)
Tl -15.447 -4.544 13.143
O -17.844 -4.691 14.597
H -18.701 -4.259 14.413
H -18.002 -5.304 15.343
O -13.343 -2.792 13.913
H -12.699 -2.944 14.632
H -13.021 -2.010 13.431
O -13.067 -5.844 13.930
H -12.183 -5.783 14.351
H -13.177 -6.784 13.691
O -17.584 -5.772 11.941
H -17.670 -6.283 11.112
H -18.473 -5.736 12.341
O -14.981 -2.308 11.488
H -14.223 -1.701 11.386
H -15.531 -2.172 10.689

Forces on the atoms, in the same order (eV/Å):
0.13 0.80 0.05
0.74 -0.07 -0.31
0.29 0.33 -0.10
0.34 0.01 -0.02
-0.78 -0.27 0.16
-0.20 -0.27 -0.06
-0.12 -0.17 -0.11
-1.16 -0.41 -1.13
-0.30 0.46 0.30
0.10 0.08 0.21
0.91 0.32 0.22
0.46 0.13 -0.06
0.25 0.18 0.30
-0.98 -0.46 0.55
0.24 -0.42 -0.03
0.08 -0.24 0.03

The energy above the lowest of the compared OMol25 structures with the same formula, charge and spin is 22.0 kcal/mol. Its net charge is +3. For the energy, the calculation gives -553.232479 Eh. The spin multiplicity is 1. The gap between HOMO and LUMO is 0.173 Ha.

***

3.
H11N8OP3 | wB97M-V/def2-TZVPD

Element x y z (Å)
N 0.343 0.582 -1.616
N 0.266 1.097 1.158
N 0.534 -1.617 0.104
N 0.969 2.910 -0.593
N -1.696 2.106 -0.429
N 1.515 -0.737 2.533
N -1.090 -1.144 1.933
N 0.313 -2.096 -2.519
O -1.649 -1.173 -0.999
P -0.076 1.608 -0.418
P 0.325 -0.544 1.359
P -0.216 -0.968 -1.349
H 1.544 -1.909 -0.141
H 0.554 3.353 -1.332
H 0.845 3.582 0.180
H -2.132 1.619 0.387
H -2.084 1.696 -1.222
H 2.279 -0.104 2.484
H 1.860 -1.680 2.637
H -1.830 -0.707 2.483
H -1.309 -2.096 1.763
H 1.132 -1.857 -3.143
H -0.395 -1.919 -3.260

Forces on the atoms, in the same order (eV/Å):
-0.88 -0.15 1.61
-0.45 1.26 0.50
2.07 0.56 -1.20
-0.13 -1.15 3.09
1.46 -0.17 3.03
-1.57 0.28 -0.87
-0.41 1.53 1.04
0.11 1.82 -1.89
0.09 0.73 -1.22
1.12 -0.88 -2.32
0.64 -3.41 1.04
-0.52 -0.81 0.92
-0.86 0.43 0.86
-0.71 1.88 -3.12
0.23 -0.55 -0.15
0.03 0.71 -0.73
-1.11 -0.98 -1.90
0.70 0.77 -0.10
-0.01 -0.54 -0.05
0.81 0.31 -0.08
0.03 -0.85 -0.81
-0.37 -0.07 1.70
-0.25 -0.74 0.64

The energy above the lowest of the compared OMol25 structures with the same formula, charge and spin is 25.8 kcal/mol. Its net charge is 0. For the energy, the calculation gives -1543.938557 Eh. The spin multiplicity is 3. The gap between HOMO and LUMO (spin up / spin down) is 0.133 / 0.200 Ha.

***

4.
H12MgO6 | wB97M-V/def2-TZVPD

Element x y z (Å)
Mg -4.467 2.503 -4.432
O -6.085 3.722 -4.554
H -6.192 4.443 -3.912
H -6.728 3.916 -5.253
O -4.892 2.184 -2.482
H -4.416 1.804 -1.728
H -5.696 2.565 -2.094
O -3.304 4.202 -4.095
H -2.481 4.259 -3.586
H -3.532 5.117 -4.315
O -2.762 1.396 -4.209
H -1.952 1.565 -4.713
H -2.574 0.595 -3.697
O -4.068 2.727 -6.494
H -4.695 2.674 -7.231
H -3.226 2.982 -6.901
O -5.618 0.894 -4.936
H -6.420 0.747 -4.411
H -5.604 0.182 -5.593

Forces on the atoms, in the same order (eV/Å):
0.47 -0.10 -0.60
-0.42 0.62 0.27
-0.07 -0.09 -0.17
0.10 -0.17 0.05
-0.45 0.14 0.70
0.06 0.02 -0.20
0.13 -0.14 0.00
0.21 0.30 0.12
-0.15 -0.05 -0.02
0.06 -0.15 -0.07
0.56 -0.16 0.02
-0.11 -0.08 0.08
-0.14 0.07 -0.09
0.07 0.06 -0.25
0.07 -0.06 0.11
-0.12 0.03 0.07
-0.55 -0.27 0.05
0.13 -0.10 -0.12
0.16 0.13 0.05

The energy above the lowest of the compared OMol25 structures with the same formula, charge and spin is 0.0 kcal/mol. Its net charge is +2. For the energy, the calculation gives -658.329961 Eh. The spin multiplicity is 1. The gap between HOMO and LUMO is 0.493 Ha.